Record 1
8
Properties=species:S:1:pos:R:3 method="wB97M-V/def2-TZVPD" molar_mass_g_mol=96.18 multiplicity=1 homo_lumo_gap_ev="6.9 / 7.4" max_force_ev_per_a=3.1 e_tot_ev=-24816.1787
S -0.27 -0.27 -1.23
H -1.06 0.25 1.10
H -2.09 -0.52 0.19
H -1.74 1.34 -0.16
S 3.06 0.49 0.36
O 1.91 -0.65 0.32
H 1.62 -0.91 -0.61
C -1.43 0.26 0.03

Record 2
18
Properties=species:S:1:pos:R:3 method="wB97M-V/def2-TZVPD" molar_mass_g_mol=131.14 multiplicity=1 smiles="N/C=C(/N)C(=O)N(N)N" homo_lumo_gap_ev="6.7 / 6.7" max_force_ev_per_a=5.0 e_tot_ev=-12750.3456
H 0.90 0.79 -1.80
H -1.40 1.18 -1.37
O -1.26 -0.84 -1.49
C -0.65 -0.05 0.80
H -0.15 -0.04 2.77
C -1.15 1.20 0.63
N 1.73 -1.18 0.44
H 2.15 -2.02 0.05
H -1.60 1.70 1.48
H -0.03 -1.53 2.02
H -1.96 2.56 -0.62
N 1.39 -0.08 -1.64
H 2.46 -0.50 0.61
C -0.64 -1.01 -0.45
N 0.82 -0.67 -0.48
H 1.15 -0.68 -2.43
N -1.25 1.84 -0.60
N -0.52 -0.64 2.05

Record 3
13
Properties=species:S:1:pos:R:3 method="wB97M-V/def2-TZVPD" molar_mass_g_mol=81.12 multiplicity=1 smiles=C#CCN1CC1 homo_lumo_gap_ev=10.0 max_force_ev_per_a=2.6 e_tot_ev=-6783.9441
H -0.48 -1.33 -0.79
H 0.57 1.90 0.76
N -0.59 0.19 0.77
H 0.93 1.08 -0.79
H -2.73 0.38 0.59
C -1.82 0.26 0.00
C 1.80 0.14 0.27
H -1.40 -1.81 0.73
C 2.70 -0.61 -0.07
C -1.05 -1.00 0.08
H -1.79 0.82 -0.93
H 3.26 -0.93 -0.92
C 0.59 0.90 0.31

Record 4
61
Properties=species:S:1:pos:R:3 method="wB97M-V/def2-TZVPD" molar_mass_g_mol=431.39 multiplicity=1 homo_lumo_gap_ev="7.6 / 7.6" max_force_ev_per_a=2.3 e_tot_ev=-56364.1986 charge=+1
H 2.12 -1.35 0.09
H 1.23 1.98 -0.47
H -3.10 -0.14 0.34
C 0.88 -2.11 3.13
C 2.15 2.98 3.67
O -0.15 0.53 0.03
C 0.15 1.91 -0.32
H 0.32 -0.12 5.12
C 0.01 -2.83 2.26
C 1.51 -1.94 -5.01
H 1.49 -2.31 -6.04
C 1.54 -1.68 0.95
H -0.42 1.59 -4.24
C -1.00 -1.88 -4.78
H -0.05 -2.97 0.00
H -0.20 -0.55 -1.72
H 2.43 -1.35 -4.89
H 2.63 3.87 3.29
C -2.61 -0.23 1.31
H 1.37 1.50 6.66
H -0.92 -2.71 -4.06
H -2.75 -2.43 1.69
H -1.59 0.91 4.29
C -1.83 0.32 3.40
H 1.54 -2.80 -4.34
H -1.16 3.21 -1.47
C 0.85 0.74 4.70
H 1.23 0.24 -6.29
H 0.02 2.28 -2.42
H -0.76 -3.54 2.57
C 2.00 2.80 5.04
C 1.42 1.67 5.59
H -0.17 2.55 0.52
H -2.55 1.28 -1.14
H 2.71 -0.88 2.68
H 1.93 2.02 1.75
C -1.63 1.08 -1.72
C 0.39 -2.55 0.90
H -1.83 -1.78 4.19
H -2.17 1.91 1.86
C 1.68 1.96 2.81
O 0.37 -0.29 -3.52
H -0.59 0.30 -6.24
C -0.92 -0.08 -1.06
C 0.32 0.15 -5.68
C -2.46 -1.44 2.04
H 0.87 -2.13 4.22
C -1.97 -1.10 3.36
C 0.93 0.92 3.33
C -0.65 2.24 -1.56
H -1.17 -2.33 -5.77
H -1.86 -1.27 -4.51
Ti -0.27 -0.58 1.87
H 1.39 1.41 -4.20
C 0.29 -1.09 -4.75
C 0.43 0.91 -4.38
H -1.60 -0.87 -0.71
H -1.92 0.86 -2.75
C -2.18 0.86 2.13
C 1.84 -1.42 2.32
F 2.44 3.78 5.90

Record 5
8
Properties=species:S:1:pos:R:3 method="wB97M-V/def2-TZVPD" molar_mass_g_mol=99.05 multiplicity=1 smiles="n1c2[nH]n1-2.O=C=O" homo_lumo_gap_ev=9.4 max_force_ev_per_a=2.5 e_tot_ev=-10650.1319
H 0.98 -0.04 -1.09
N 0.25 -0.61 -0.62
N -0.27 -2.40 0.20
O 4.12 -0.37 0.27
C 3.55 0.59 0.02
O 2.86 1.47 -0.23
N 0.61 -1.49 0.39
C -0.10 -1.85 -1.15

Taking the records one at a time from the top gives ΔE to the lowest compared entry with this formula, charge and spin values of 3.096; 4.344; 4.569; 0.358; 5.868 eV.